[1]
# C16H25Cl7N5O10

9 unconnected molecules or ions with the total composition C16H25Cl7N5O10 in a non-equilibrium geometry (ωB97M-V/def2-TZVPD, the OMol25 dataset).

Calculated values
Highest occupied orbital energy, eV: -7.520
Total energy, eV: -132567.5761
LUMO energy, eV: 2.35
Total charge: -1
Kohn-Sham gap, eV: 9.87
Max |F|, hartree/bohr: 0.022
Energy above the lowest of the compared OMol25 structures with the same formula, charge and spin, eV: 0.0000

```
63
Properties=species:S:1:pos:R:3:forces:R:3
Cl 2.753 3.042 1.356 -0.045 0.319 -0.260
Cl 4.706 1.533 2.903 0.135 -0.083 0.078
Cl 1.159 -2.600 -2.023 0.310 -0.002 -0.225
Cl -0.798 -3.828 -3.862 -0.012 0.297 0.350
Cl -0.162 -0.794 1.067 -0.263 -0.860 0.702
Cl 0.555 -6.296 0.528 0.350 -0.294 -0.150
Cl -2.093 -5.164 0.827 -0.242 0.042 -0.085
O -0.446 0.371 1.864 0.166 0.561 -0.213
O 4.580 -1.769 1.577 0.002 0.243 0.089
O 1.259 -0.911 0.837 -0.148 0.132 -0.108
O -5.118 1.327 3.286 0.026 -0.029 0.008
O -0.881 -0.740 -0.188 0.115 0.242 -0.048
O -5.377 0.096 1.549 0.041 -0.110 -0.203
O -0.635 -1.949 1.818 0.201 -0.115 -0.355
O -3.800 -3.932 -1.565 0.184 0.113 0.178
O -3.611 -1.946 -2.382 0.165 -0.328 0.267
O 5.702 -3.572 1.253 0.053 -0.139 -0.069
N -2.422 5.478 0.577 0.288 0.196 -0.078
N -4.732 0.869 2.228 -0.276 0.431 0.377
N -3.739 -2.722 -1.448 -0.371 0.503 -0.507
N 1.394 2.332 -2.017 0.123 -0.233 0.070
N 4.784 -2.813 1.005 0.101 -0.052 -0.196
C 3.142 1.491 2.092 -0.464 -0.196 0.019
C 3.465 3.466 -2.454 -0.486 0.122 -0.231
C -1.242 3.078 -0.182 0.261 -0.594 0.108
C -1.089 3.555 1.108 -0.228 0.585 -0.083
C 4.146 2.266 -2.499 0.045 0.174 0.472
C 3.443 1.097 -2.203 0.702 0.668 -0.589
C -0.505 -5.338 1.550 0.065 0.580 0.484
C -0.317 -3.541 -2.162 -0.069 -0.345 -0.242
C -3.915 -2.118 -0.100 0.195 -0.852 0.399
C -2.505 5.022 -0.679 0.148 0.454 0.428
C 3.802 -3.220 -0.048 0.182 0.047 0.612
C -1.684 4.778 1.431 0.077 -0.783 0.043
C 2.077 1.184 -2.004 0.043 -0.359 0.157
C -3.408 1.321 1.743 0.073 -0.072 -0.381
C 2.099 3.438 -2.209 -0.051 0.195 -0.158
C -1.928 3.839 -1.113 -0.400 0.339 0.031
H -3.023 5.706 -1.343 -0.152 -0.305 -0.208
H -3.016 0.546 1.092 0.238 0.007 0.195
H -0.140 -4.531 -1.762 -0.008 0.087 0.251
H 2.356 1.292 2.812 0.142 -0.117 0.087
H 3.092 -3.824 0.514 -0.230 -0.007 -0.293
H -4.281 -1.111 -0.224 -0.060 0.019 0.056
H 3.992 0.165 -2.222 -0.302 -0.203 0.145
H -3.531 2.229 1.156 -0.322 -0.002 0.059
H -0.541 2.987 1.846 0.036 -0.017 -0.022
H 4.314 -3.811 -0.797 0.027 0.009 -0.012
H 3.341 -2.315 -0.415 -0.128 -0.022 -0.026
H 1.535 0.263 -1.827 -0.320 0.133 0.074
H -0.066 -4.351 1.671 -0.121 0.037 -0.136
H -1.063 -2.988 -1.604 -0.238 -0.075 -0.255
H 1.556 4.379 -2.212 -0.147 -0.092 0.096
H 3.901 4.435 -2.662 0.324 -0.150 0.059
H -0.831 2.103 -0.418 0.032 0.112 -0.219
H -2.076 3.548 -2.144 0.194 -0.222 0.025
H 3.129 0.727 1.324 0.158 -0.005 0.027
H -1.577 5.150 2.444 -0.132 0.210 -0.027
H -2.968 -2.162 0.442 0.178 0.212 -0.338
H -0.603 -5.802 2.525 -0.005 -0.205 -0.126
H -2.797 1.550 2.605 0.128 -0.226 -0.001
H 5.211 2.282 -2.698 -0.011 -0.272 -0.021
H -4.575 -2.795 0.438 -0.276 0.294 -0.080
```
Positions in Å, forces in eV/Å.


[2]
# C16H25ClF2O12

3 unconnected molecules or ions with the total composition C16H25ClF2O12 in a non-equilibrium geometry (ωB97M-V/def2-TZVPD, the OMol25 dataset).

Calculated values
Highest occupied orbital energy, eV: -9.722
Total energy, eV: -59520.8543
LUMO energy, eV: 0.15
Total charge: 0
Kohn-Sham gap, eV: 9.87
Max |F|, hartree/bohr: 0.088
Energy above the lowest of the compared OMol25 structures with the same formula, charge and spin, eV: 2.2682
Structure (SMILES): COC[C@@H](COCOCCO)OCCC(=O)Cl.O=C1OC[C@@H](F)O1.O=C1OC[C@@H](F)O1

```
56
Properties=species:S:1:pos:R:3:forces:R:3
Cl -5.281 -3.126 2.756 0.588 0.684 -0.974
F -3.289 -0.320 5.779 -0.158 0.053 -0.089
F 2.119 -0.856 -7.239 0.035 -0.051 -0.198
O 1.021 0.061 -2.025 0.512 -0.419 1.195
O -1.424 0.567 4.889 0.376 -0.534 -0.243
O 2.920 -0.484 -0.611 -1.008 1.885 0.452
O -0.538 2.062 0.077 -1.857 -0.035 0.044
O 0.782 0.814 4.454 -0.702 -0.504 0.285
O -2.801 -2.621 2.015 -4.241 1.068 -1.256
O 1.580 1.290 -6.848 0.637 0.228 0.241
O -2.082 -0.766 -0.123 -0.716 0.577 -0.574
O 4.794 -1.126 2.077 -0.685 0.047 -0.090
O 1.414 3.239 -5.713 0.373 -0.890 -0.086
O -0.008 -1.151 5.249 -0.169 0.648 -0.261
O 2.916 1.676 -5.071 -0.400 0.181 -0.514
C 3.142 0.338 -5.490 0.715 -0.457 0.645
C 3.380 -1.101 1.749 -0.335 1.219 -0.672
C -1.368 -0.029 -1.137 1.108 0.685 -0.517
C -1.407 1.566 -0.970 0.377 0.211 -1.254
C -4.449 -1.578 0.403 -0.672 0.200 0.805
C -2.202 -0.606 5.022 -0.644 0.278 0.211
C 2.632 0.350 -6.896 -0.434 -0.497 -0.289
C 1.920 2.168 -5.862 -0.679 1.418 0.509
C 0.174 -0.509 -1.008 -1.325 -1.099 0.695
C -0.131 0.140 4.832 1.289 0.639 -0.271
C -1.231 2.251 1.330 0.343 -0.299 1.585
C 3.107 0.115 0.708 -0.131 -0.799 1.107
C 2.303 0.460 -1.506 0.665 1.209 -0.560
C -3.471 -0.400 -0.049 -0.497 0.114 -0.276
C -1.283 -1.547 5.735 0.085 -0.956 0.329
C -3.968 -2.394 1.680 3.422 -0.560 0.360
H 3.033 0.592 -2.388 -1.452 -0.274 1.073
H 0.196 -1.658 -1.103 -0.103 1.730 0.162
H -0.812 1.473 2.072 -0.768 1.198 -0.959
H -0.992 2.001 -1.955 -0.547 -0.769 1.480
H 2.582 -0.345 -4.844 -0.112 -0.027 -0.231
H -2.457 2.004 -0.863 1.269 -0.771 -0.024
H 0.476 -0.259 0.063 -0.203 -0.152 -1.545
H 3.371 0.662 -7.640 -0.109 -0.147 -0.068
H -2.518 -0.951 4.034 -0.110 0.043 0.110
H -5.444 -1.074 0.699 1.498 -0.812 -0.474
H -1.050 3.291 1.793 -0.024 -1.492 -1.011
H -2.361 2.121 1.279 1.404 0.092 -0.240
H 5.148 -0.212 2.133 -0.678 -0.869 -0.035
H -4.717 -2.318 -0.422 0.660 0.855 1.103
H 3.989 0.847 0.680 -1.045 -1.066 0.084
H -1.313 -1.423 6.821 -0.170 0.169 -0.103
H 4.201 0.084 -5.433 -0.064 0.219 0.063
H 3.052 -2.055 1.218 0.893 1.148 0.693
H -1.488 -2.591 5.496 0.206 0.108 -0.102
H -3.605 0.467 0.677 0.143 -1.066 -0.797
H -3.842 -0.038 -1.080 0.455 -0.561 1.471
H 2.199 0.707 1.069 0.965 -0.780 -0.770
H 2.148 1.496 -1.020 0.392 -1.606 -0.382
H -1.788 -0.296 -2.178 0.561 0.435 1.416
H 2.721 -1.012 2.687 1.067 0.149 -1.251
```
Positions in Å, forces in eV/Å.


[3]
# C16H25CrN6S8Sb

A molecular structure, C16H25CrN6S8Sb (ωB97M-V/def2-TZVPD, the OMol25 dataset).

Calculated values
Highest occupied orbital energy (alpha / beta), eV: -1.681 / -2.039
Total energy, eV: -147583.5710
LUMO energy (alpha / beta), eV: 4.17 / 4.17
Spin multiplicity: 5
Total charge: -2
Kohn-Sham gap (alpha / beta), eV: 5.85 / 6.20
Max |F|, hartree/bohr: 0.005
Energy above the lowest of the compared OMol25 structures with the same formula, charge and spin, eV: 0.0000

```
57
Properties=species:S:1:pos:R:3:forces:R:3
Sb 1.351 2.578 -0.397 0.031 -0.010 0.005
Cr -0.539 -1.292 0.480 -0.038 0.088 0.096
S -3.834 1.927 -1.260 -0.039 -0.085 -0.095
S -1.332 0.271 -1.219 -0.037 0.020 0.007
S -1.189 -3.990 -1.564 0.033 -0.051 0.016
S 0.181 -2.869 2.185 -0.026 -0.050 -0.034
S -2.820 -1.287 1.462 0.017 -0.053 -0.038
S -6.578 2.798 -0.460 -0.015 -0.050 -0.037
S -5.082 0.615 0.925 -0.049 -0.092 -0.067
S 1.711 -1.442 -0.417 0.017 0.008 -0.010
N 4.505 -3.865 -0.467 -0.003 0.011 -0.026
N 2.592 -5.623 2.517 -0.067 -0.060 -0.050
N -0.789 -5.838 0.356 0.030 0.031 0.016
N -2.607 -4.626 0.627 -0.017 0.067 0.012
N -0.157 0.597 2.204 0.039 -0.110 -0.007
N -0.968 1.774 2.215 -0.025 -0.021 0.048
C -5.244 1.808 -0.294 0.071 0.190 0.154
C 1.816 1.824 -2.371 -0.024 -0.017 0.004
C -2.429 -5.254 1.930 -0.013 0.009 0.024
C -2.893 0.637 -0.534 -0.019 -0.012 0.012
C -1.531 -4.829 -0.171 -0.023 -0.007 -0.092
C 4.202 3.721 -0.549 0.003 -0.010 -0.004
C 2.277 -2.865 0.396 -0.014 -0.020 0.003
C 1.880 2.869 -3.477 -0.002 0.005 -0.005
C 1.655 -3.461 1.453 -0.035 -0.024 -0.066
C -0.422 3.687 -0.981 -0.017 0.049 0.023
C 2.193 -4.661 2.020 0.110 0.098 0.088
C -1.186 -6.145 1.725 0.009 0.029 0.010
C -3.493 0.012 0.508 0.036 0.054 0.026
C 3.509 -3.428 -0.086 0.006 -0.018 0.046
C 2.767 4.242 -0.539 -0.010 0.012 0.000
C -0.271 5.190 -1.184 -0.001 -0.004 0.013
H 2.569 4.846 -1.426 -0.009 0.009 -0.007
H 0.951 3.440 -3.542 -0.001 -0.006 0.005
H -1.239 5.656 -1.395 -0.001 0.002 -0.003
H 2.600 4.884 0.330 0.002 0.004 -0.002
H 2.749 1.263 -2.293 0.018 0.000 0.003
H -3.309 -5.841 2.203 -0.001 -0.001 -0.003
H -0.794 3.202 -1.884 0.008 -0.005 -0.003
H 0.175 -5.883 0.072 0.001 -0.008 0.000
H -1.423 1.881 3.115 0.004 0.001 -0.013
H -1.155 3.479 -0.199 0.029 -0.001 -0.019
H 1.034 1.090 -2.575 0.017 0.008 -0.011
H -2.253 -4.499 2.698 0.007 -0.003 -0.005
H -0.446 -0.091 2.891 -0.005 0.065 0.057
H -1.426 -7.206 1.829 0.006 0.002 0.003
H -3.030 -3.706 0.570 0.004 0.007 0.013
H 2.692 3.583 -3.316 0.003 -0.002 0.002
H 0.810 0.855 2.354 0.004 -0.018 -0.044
H 0.394 5.424 -2.018 0.011 -0.005 -0.005
H 4.941 4.530 -0.555 -0.001 0.004 -0.003
H -0.392 -5.889 2.427 0.013 0.001 0.013
H 0.140 5.681 -0.298 0.002 0.001 0.002
H 4.390 3.101 -1.429 -0.002 -0.001 -0.004
H 2.045 2.406 -4.455 0.000 -0.003 -0.004
H -1.704 1.623 1.533 -0.032 -0.029 -0.047
H 4.405 3.097 0.324 -0.003 0.001 0.000
```
Positions in Å, forces in eV/Å.


[4]
# C16H25CrN6S8Sb

A molecular structure, C16H25CrN6S8Sb in a non-equilibrium geometry (ωB97M-V/def2-TZVPD, the OMol25 dataset).

Calculated values
Highest occupied orbital energy (alpha / beta), eV: 0.008 / -1.491
Total energy, eV: -147581.6367
LUMO energy (alpha / beta), eV: 4.24 / 4.24
Spin multiplicity: 5
Total charge: -2
Kohn-Sham gap (alpha / beta), eV: 4.23 / 5.73
Max |F|, hartree/bohr: 0.052
Energy above the lowest of the compared OMol25 structures with the same formula, charge and spin, eV: 1.9343

```
57
Properties=species:S:1:pos:R:3:forces:R:3
Sb -0.041 -0.139 2.445 -0.360 -0.022 1.927
Cr -0.607 -0.196 -0.132 -0.243 -0.141 -0.343
S 0.260 1.956 -0.449 0.168 0.798 -0.141
S -0.834 -5.092 -0.596 1.169 0.219 -0.382
S -1.630 -2.305 0.228 -0.827 -0.432 0.445
S 1.856 -4.244 -1.406 -1.157 -0.613 0.318
S -1.201 -0.113 -2.437 -0.283 0.806 -1.767
S 1.363 -1.377 -0.674 1.558 -0.623 -0.466
S 1.092 -7.133 -1.644 0.054 -0.273 -0.049
S -2.720 0.967 0.436 -1.015 0.514 0.309
N -4.651 1.500 -1.368 0.544 -0.266 -0.208
N -3.074 2.430 -4.349 0.426 -0.179 0.277
N 4.115 0.963 1.606 0.201 -0.013 -0.083
N 2.704 0.748 1.428 0.032 0.128 -0.507
N -4.016 -0.628 -1.297 -0.183 0.662 0.022
N -1.263 5.019 -1.773 0.036 -0.395 -0.027
C -0.456 -3.384 -0.426 0.268 -0.384 -0.219
C 0.364 1.721 3.540 -0.129 -0.429 -0.143
C -1.466 1.617 -2.556 1.830 -0.473 1.874
C 2.481 -1.726 3.444 0.006 -0.074 0.034
C -4.703 -0.530 -2.568 -0.164 -0.138 -0.263
C -2.313 2.068 -3.550 -1.550 0.950 -1.504
C -1.079 3.875 -1.748 -0.389 1.964 -0.184
C -2.104 -1.081 4.765 0.034 0.141 -0.238
C 0.991 -1.631 3.693 -0.237 0.439 -0.294
C -5.289 0.895 -2.529 -0.531 -0.053 -0.221
C 0.729 1.555 4.996 -0.020 0.132 -0.006
C -2.043 -0.519 3.351 0.422 0.131 -0.087
C -3.787 0.606 -0.801 -0.399 -0.493 0.782
C -0.852 2.510 -1.678 0.148 -2.208 -0.646
C 0.783 -2.996 -0.794 0.138 -0.059 0.080
C 0.726 -5.574 -1.231 -0.080 0.457 0.066
H 4.605 0.934 0.708 -0.147 -0.141 0.231
H -5.063 1.453 -3.439 -0.032 -0.069 0.106
H 1.171 2.220 3.010 -0.022 -0.015 -0.163
H 2.932 -2.479 4.096 0.096 -0.047 0.023
H 4.464 0.188 2.166 -0.085 0.145 -0.131
H -3.999 -0.651 -3.401 0.023 0.018 0.113
H -6.373 0.875 -2.371 0.033 -0.028 -0.103
H 2.536 -0.010 0.752 0.105 0.205 0.284
H -3.144 -1.149 5.089 -0.073 -0.088 0.155
H 2.327 1.590 0.984 0.159 -0.230 0.283
H -1.572 -0.445 5.470 0.044 -0.006 0.174
H -2.551 -1.203 2.664 0.110 0.192 -0.017
H -1.667 -2.077 4.806 0.042 -0.098 0.093
H -3.323 -1.358 -1.135 0.050 0.169 0.130
H -2.563 0.443 3.300 0.032 -0.097 -0.045
H -0.108 1.164 5.565 -0.095 -0.092 0.203
H 0.514 -2.587 3.478 -0.186 0.006 -0.026
H -4.370 2.468 -1.408 0.108 -0.107 0.131
H 1.563 0.871 5.105 0.221 -0.130 0.147
H -5.477 -1.299 -2.639 0.005 0.103 -0.079
H 2.676 -2.010 2.410 0.107 0.059 -0.092
H -0.537 2.325 3.436 -0.085 0.056 -0.114
H 2.954 -0.767 3.640 0.179 0.075 -0.042
H 1.017 2.514 5.430 0.063 0.086 0.199
H 0.791 -1.367 4.728 -0.117 -0.037 0.184
```
Positions in Å, forces in eV/Å.